[1]
{"formula": "C44H36BrIrN5O2P2S", "method": "ωB97M-V/def2-TZVPD", "lumo_energy_ha": -0.1514, "homo_energy_ev": -9.849, "total_charge": 1, "symbols": ["Ir", "N", "C", "C", "C", "C", "C", "C", "S", "O", "O", "N", "C", "N", "C", "C", "C", "N", "H", "H", "H", "H", "H", "H", "H", "H", "H", "N", "P", "C", "C", "C", "C", "C", "C", "C", "C", "C", "C", "C", "C", "P", "C", "C", "C", "C", "C", "C", "C", "C", "C", "C", "C", "C", "H", "H", "H", "H", "H", "H", "H", "H", "H", "H", "H", "H", "H", "H", "H", "H", "H", "H", "H", "H", "H", "Br", "C", "C", "C", "C", "C", "C", "C", "C", "C", "C", "H", "H", "H", "H", "H", "H"], "coordinates": [[-0.037, -0.120, -0.039], [-2.245, -5.249, 4.778], [-1.781, -4.003, 4.504], [-0.416, -3.789, 4.254], [0.050, -2.525, 3.960], [-0.842, -1.467, 3.893], [-2.198, -1.664, 4.096], [-2.670, -2.920, 4.411], [-0.262, 0.191, 3.558], [0.684, 0.610, 4.544], [-1.401, 1.029, 3.302], [0.478, 0.036, 2.088], [1.772, -0.195, 1.939], [2.221, 0.074, 0.678], [3.508, -0.071, 0.429], [4.390, -0.527, 1.397], [3.826, -0.867, 2.624], [2.549, -0.714, 2.888], [-1.599, -5.992, 4.980], [-3.191, -5.360, 5.096], [0.265, -4.623, 4.319], [1.101, -2.331, 3.806], [-2.858, -0.814, 4.031], [-3.717, -3.080, 4.610], [3.841, 0.173, -0.573], [5.443, -0.632, 1.198], [4.411, -1.306, 3.424], [0.400, 2.045, -2.064], [0.431, 0.389, -2.484], [2.170, -0.035, -2.869], [3.039, 0.856, -3.487], [4.306, 0.441, -3.860], [4.712, -0.862, -3.621], [3.856, -1.752, -2.995], [2.585, -1.342, -2.627], [-0.173, 0.323, -4.201], [-0.662, 1.416, -4.903], [-1.060, 1.268, -6.219], [-0.990, 0.031, -6.837], [-0.516, -1.066, -6.133], [-0.110, -0.923, -4.823], [-0.511, 2.372, -0.643], [-2.154, 2.969, -1.216], [-3.272, 2.785, -0.411], [-4.511, 3.244, -0.830], [-4.642, 3.864, -2.062], [-3.524, 4.078, -2.850], [-2.280, 3.656, -2.419], [0.113, 3.996, -0.109], [-0.523, 4.599, 0.977], [-0.186, 5.888, 1.342], [0.772, 6.588, 0.623], [1.418, 5.982, -0.443], [1.102, 4.684, -0.803], [0.560, 2.764, -2.761], [2.722, 1.870, -3.686], [4.973, 1.133, -4.350], [5.695, -1.184, -3.930], [4.177, -2.765, -2.802], [1.908, -2.039, -2.152], [-0.735, 2.384, -4.433], [-1.425, 2.124, -6.766], [-1.305, -0.077, -7.863], [-0.463, -2.030, -6.613], [0.267, -1.771, -4.268], [-3.174, 2.292, 0.546], [-5.378, 3.110, -0.200], [-5.610, 4.186, -2.410], [-3.619, 4.578, -3.801], [-1.404, 3.886, -3.011], [-1.277, 4.053, 1.526], [-0.670, 6.355, 2.186], [1.022, 7.600, 0.897], [2.172, 6.522, -0.996], [1.633, 4.213, -1.618], [-2.905, -0.519, 0.080], [-2.796, -2.446, 0.047], [-3.964, -3.160, 0.027], [-3.914, -4.560, 0.028], [-2.708, -5.206, 0.074], [-1.501, -4.481, 0.113], [-0.252, -5.129, 0.211], [0.905, -4.405, 0.277], [0.873, -3.006, 0.182], [-0.316, -2.319, 0.045], [-1.525, -3.053, 0.068], [-4.908, -2.638, 0.004], [-4.835, -5.119, 0.000], [-2.658, -6.284, 0.074], [-0.229, -6.210, 0.232], [1.860, -4.901, 0.378], [1.823, -2.488, 0.207]]}

---

[2]
{"formula": "C44H36CdF5N7O6P2S3Se2", "method": "ωB97M-V/def2-TZVPD", "lumo_energy_ha": 0.1418, "e_above_lowest_kj_mol": 0.00, "homo_energy_ev": -3.297, "total_charge": -2, "symbols": ["Cd", "Se", "P", "C", "C", "C", "C", "C", "C", "C", "C", "C", "C", "C", "C", "C", "C", "N", "N", "N", "P", "Se", "C", "C", "C", "C", "C", "C", "C", "C", "C", "C", "C", "C", "H", "H", "H", "H", "H", "H", "H", "H", "H", "H", "H", "H", "H", "H", "H", "H", "H", "H", "H", "H", "O", "S", "O", "O", "C", "C", "C", "C", "C", "C", "S", "O", "O", "O", "H", "H", "H", "H", "F", "C", "C", "F", "C", "F", "C", "S", "C", "F", "C", "F", "C", "N", "C", "N", "C", "N", "C", "N", "C", "C", "H", "H", "H", "H", "H", "H", "H", "H", "H", "H", "H", "H"], "coordinates": [[-0.926, 0.732, -0.333], [-4.111, -5.803, -0.859], [-4.064, -4.064, -2.053], [-4.220, -4.448, -3.829], [-4.712, -3.497, -4.721], [-4.813, -3.801, -6.070], [-4.421, -5.049, -6.536], [-3.933, -5.998, -5.649], [-3.839, -5.701, -4.296], [-5.487, -2.976, -1.700], [-6.752, -3.555, -1.608], [-7.857, -2.772, -1.314], [-7.704, -1.407, -1.093], [-6.447, -0.829, -1.175], [-5.339, -1.611, -1.480], [-2.641, -2.974, -1.961], [-1.772, -2.534, -0.954], [-1.220, -1.385, -1.420], [-1.697, -1.149, -2.630], [-2.550, -2.087, -2.979], [-1.146, -3.292, 0.554], [0.693, -2.481, 1.213], [-0.889, -5.031, 0.081], [-0.276, -5.306, -1.138], [-0.003, -6.616, -1.501], [-0.325, -7.657, -0.641], [-0.919, -7.386, 0.582], [-1.202, -6.077, 0.944], [-2.450, -3.275, 1.811], [-2.126, -3.596, 3.124], [-3.111, -3.598, 4.101], [-4.412, -3.245, 3.774], [-4.729, -2.886, 2.472], [-3.750, -2.903, 1.491], [-4.995, -2.518, -4.360], [-5.191, -3.056, -6.760], [-4.500, -5.282, -7.592], [-3.627, -6.974, -6.008], [-3.479, -6.437, -3.587], [-6.860, -4.625, -1.744], [-8.837, -3.229, -1.242], [-8.568, -0.797, -0.852], [-6.296, 0.230, -1.004], [-4.379, -1.117, -1.530], [-0.023, -4.493, -1.807], [0.457, -6.822, -2.459], [-0.115, -8.682, -0.928], [-1.181, -8.199, 1.250], [-1.702, -5.873, 1.880], [-1.093, -3.806, 3.381], [-2.849, -3.840, 5.124], [-5.177, -3.222, 4.543], [-5.734, -2.574, 2.215], [-3.997, -2.586, 0.488], [-1.388, 1.626, 2.740], [-2.142, 0.397, 2.652], [-2.078, -0.474, 3.802], [-1.870, -0.342, 1.389], [-3.882, 0.862, 2.544], [-4.646, 0.520, 3.655], [-5.993, 0.839, 3.735], [-6.594, 1.518, 2.688], [-5.840, 1.866, 1.579], [-4.487, 1.545, 1.484], [-3.710, 2.022, -0.078], [-2.384, 2.564, 0.242], [-4.630, 2.980, -0.647], [-3.563, 0.776, -0.828], [-4.157, -0.020, 4.454], [-6.560, 0.553, 4.614], [-7.645, 1.781, 2.725], [-6.292, 2.406, 0.757], [4.592, 0.453, -5.060], [3.493, 0.858, -4.401], [2.926, 0.066, -3.425], [3.478, -1.120, -3.135], [1.798, 0.496, -2.749], [1.309, -0.323, -1.814], [1.183, 1.726, -2.999], [-0.201, 2.342, -2.149], [1.788, 2.490, -4.001], [1.283, 3.689, -4.323], [2.913, 2.077, -4.686], [3.457, 2.859, -5.635], [2.931, 0.560, 0.659], [4.159, 1.038, 1.311], [4.481, 2.356, 0.761], [3.401, 3.325, 0.957], [2.193, 2.792, 0.307], [1.802, 1.485, 0.851], [1.578, 1.636, 2.300], [2.781, 2.133, 2.991], [3.875, 1.196, 2.741], [3.138, 3.422, 2.397], [2.664, -0.412, 1.067], [3.124, 0.444, -0.407], [4.672, 2.253, -0.310], [5.388, 2.731, 1.245], [2.379, 2.692, -0.763], [1.367, 3.492, 0.439], [1.288, 0.671, 2.717], [0.755, 2.326, 2.466], [3.607, 0.222, 3.155], [4.778, 1.557, 3.243], [4.032, 3.809, 2.894], [2.315, 4.122, 2.558]]}

---

[3]
{"formula": "C44H36CdNO6P2S2", "method": "ωB97M-V/def2-TZVPD", "lumo_energy_ha": 0.0856, "e_above_lowest_kj_mol": 196.79, "homo_energy_ev": -5.917, "total_charge": -1, "symbols": ["Cd", "N", "P", "C", "C", "C", "C", "C", "C", "C", "C", "C", "C", "C", "C", "P", "C", "C", "C", "C", "C", "C", "C", "C", "C", "C", "C", "C", "H", "H", "H", "H", "H", "H", "H", "H", "H", "H", "H", "H", "H", "H", "H", "H", "H", "H", "H", "H", "H", "O", "S", "O", "O", "C", "C", "C", "C", "C", "C", "S", "O", "O", "O", "H", "H", "H", "H", "C", "C", "C", "C", "C", "C", "C", "C", "C", "C", "C", "C", "C", "C", "H", "H", "H", "H", "H", "H", "H", "H", "H", "H", "H"], "coordinates": [[-2.220, 0.445, -1.262], [2.336, 0.101, 2.020], [2.312, 0.031, 0.301], [3.818, -0.954, -0.043], [4.753, -0.563, -0.995], [5.750, -1.436, -1.455], [5.856, -2.658, -0.878], [4.934, -3.057, 0.158], [3.922, -2.230, 0.481], [2.959, 1.696, -0.243], [2.365, 2.464, -1.279], [2.846, 3.698, -1.639], [3.927, 4.160, -0.938], [4.519, 3.476, 0.242], [3.990, 2.250, 0.573], [1.151, 1.490, 2.653], [1.409, 1.092, 4.443], [1.580, -0.186, 4.975], [1.761, -0.429, 6.351], [1.996, 0.677, 7.213], [1.910, 1.951, 6.699], [1.608, 2.153, 5.322], [-0.462, 0.620, 2.448], [-1.498, 1.514, 2.190], [-2.836, 1.129, 2.120], [-3.110, -0.247, 2.021], [-2.059, -1.148, 2.135], [-0.775, -0.734, 2.419], [3.124, 0.306, 2.537], [4.624, 0.357, -1.482], [6.428, -1.135, -2.216], [6.685, -3.304, -1.102], [5.204, -3.953, 0.708], [3.152, -2.552, 1.219], [1.405, 2.106, -1.670], [2.405, 4.277, -2.450], [4.309, 5.187, -1.247], [5.309, 3.927, 0.836], [4.318, 1.730, 1.479], [1.453, -1.052, 4.323], [1.750, -1.461, 6.685], [2.149, 0.409, 8.251], [1.997, 2.802, 7.373], [1.574, 3.179, 4.997], [-1.210, 2.564, 1.943], [-3.610, 1.863, 2.052], [-4.124, -0.595, 1.783], [-2.244, -2.207, 2.010], [0.067, -1.422, 2.523], [-4.790, 1.189, -2.913], [-5.104, 1.885, -1.674], [-6.437, 2.135, -1.276], [-4.217, 1.376, -0.597], [-4.626, 3.650, -1.899], [-5.643, 4.627, -1.958], [-5.445, 5.986, -2.281], [-4.179, 6.253, -2.793], [-3.179, 5.306, -2.803], [-3.321, 4.016, -2.328], [-1.791, 3.068, -2.304], [-1.702, 2.662, -0.852], [-0.769, 4.060, -2.684], [-1.849, 1.841, -3.106], [-6.647, 4.265, -1.590], [-6.333, 6.681, -2.229], [-3.908, 7.199, -3.221], [-2.194, 5.600, -3.068], [-2.349, -6.646, -1.388], [-2.139, -5.974, -2.585], [-2.363, -4.639, -2.687], [-2.885, -3.927, -1.602], [-3.215, -4.616, -0.397], [-2.945, -5.998, -0.340], [-2.867, -2.463, -1.586], [-1.780, -1.687, -1.487], [-0.441, -2.267, -1.796], [0.301, -3.078, -0.901], [1.558, -3.602, -1.257], [2.146, -3.165, -2.440], [1.441, -2.379, -3.319], [0.158, -2.000, -3.047], [-2.138, -7.735, -1.401], [-1.687, -6.481, -3.430], [-2.022, -4.143, -3.589], [-3.661, -4.064, 0.417], [-3.211, -6.550, 0.608], [-3.809, -1.994, -1.433], [-0.166, -3.277, 0.085], [2.129, -4.253, -0.669], [3.124, -3.576, -2.688], [1.859, -2.195, -4.318], [-0.411, -1.422, -3.757]]}

---

[4]
{"formula": "C44H36Cl3FeNO2S2", "method": "ωB97M-V/def2-TZVPD", "lumo_energy_ha": [-0.1922, -0.1958], "e_above_lowest_kj_mol": 123.95, "multiplicity": 2, "homo_energy_ev": [-10.183, -10.139], "total_charge": 1, "symbols": ["Fe", "C", "C", "C", "C", "C", "C", "C", "H", "H", "H", "H", "H", "H", "H", "H", "C", "C", "C", "C", "C", "C", "C", "S", "O", "C", "C", "C", "C", "C", "C", "C", "C", "C", "C", "C", "C", "C", "C", "C", "C", "C", "C", "C", "C", "S", "O", "C", "C", "C", "C", "C", "C", "C", "H", "H", "H", "H", "H", "H", "H", "H", "H", "H", "H", "H", "H", "H", "H", "H", "H", "H", "H", "H", "H", "H", "H", "H", "H", "H", "Cl", "C", "Cl", "Cl", "C", "N", "C", "H", "H"], "coordinates": [[1.204, 0.228, 0.721], [2.178, 2.390, 3.199], [1.355, 1.135, 3.106], [1.945, -0.117, 3.313], [1.180, -1.279, 3.283], [-0.178, -1.218, 2.987], [-0.773, 0.016, 2.744], [-0.018, 1.184, 2.825], [1.542, 3.267, 3.299], [2.779, 2.501, 2.295], [2.856, 2.344, 4.050], [2.997, -0.173, 3.561], [1.637, -2.229, 3.525], [-0.776, -2.119, 3.007], [-1.839, 0.079, 2.574], [-0.508, 2.145, 2.726], [-8.046, -2.380, -1.228], [-6.668, -1.789, -1.191], [-5.780, -2.129, -0.173], [-4.516, -1.565, -0.124], [-4.139, -0.662, -1.106], [-5.007, -0.302, -2.123], [-6.267, -0.873, -2.162], [-2.556, 0.167, -0.938], [-2.800, 1.489, -1.574], [-1.533, -0.823, -2.129], [-2.054, -2.165, -2.421], [-1.662, -2.839, -3.502], [-0.791, -2.266, -4.507], [-0.393, -3.046, -5.598], [0.362, -2.506, -6.617], [0.752, -1.176, -6.546], [0.402, -0.401, -5.455], [-0.393, -0.920, -4.436], [-0.714, -0.088, -3.219], [-0.797, 1.397, -3.474], [-1.427, 1.823, -4.691], [-2.349, 0.994, -5.377], [-2.983, 1.425, -6.507], [-2.726, 2.707, -7.024], [-1.865, 3.544, -6.374], [-1.216, 3.134, -5.187], [-0.376, 4.011, -4.473], [0.040, 3.673, -3.222], [-0.214, 2.393, -2.685], [-0.180, 2.266, -0.867], [1.256, 2.139, -0.340], [-0.632, 3.965, -0.500], [0.268, 4.788, 0.151], [-0.107, 6.088, 0.460], [-1.374, 6.561, 0.138], [-1.795, 7.964, 0.462], [-2.269, 5.702, -0.502], [-1.909, 4.407, -0.822], [-8.074, -3.343, -0.721], [-8.385, -2.504, -2.254], [-8.753, -1.720, -0.722], [-6.087, -2.835, 0.588], [-3.824, -1.820, 0.669], [-4.696, 0.432, -2.854], [-6.957, -0.604, -2.951], [-2.755, -2.597, -1.720], [-2.019, -3.847, -3.678], [-0.688, -4.086, -5.631], [0.656, -3.112, -7.463], [1.347, -0.738, -7.336], [0.759, 0.617, -5.396], [-2.593, 0.020, -4.978], [-3.700, 0.784, -7.001], [-3.234, 3.032, -7.921], [-1.682, 4.542, -6.749], [-0.131, 4.977, -4.894], [0.587, 4.387, -2.623], [1.255, 4.413, 0.387], [0.600, 6.741, 0.955], [-0.972, 8.543, 0.874], [-2.610, 7.956, 1.186], [-2.162, 8.461, -0.436], [-3.259, 6.061, -0.750], [-2.599, 3.744, -1.322], [3.102, -4.853, -0.515], [3.735, -3.308, -0.843], [2.809, -2.994, -3.152], [5.374, -3.190, -1.256], [3.051, -2.216, -0.316], [2.466, -1.316, 0.112], [-0.041, -0.643, -1.994], [0.384, 0.051, -1.281], [0.573, -1.515, -2.161]]}

---

no.,E_tot (hartree)
1,-5881.62768
2,-9880.46122
3,-3851.34999
4,-5343.73994